[1]
Entry from the Open Molecules 2025 dataset: a structure of composition C49H49N9O8PbS2 (ωB97M-V/def2-TZVPD).

Positions of all 118 atoms, in Å:
Pb (13.62265, 11.34533, 13.56077)
C (14.16239, 8.96004, 20.65304)
C (13.51104, 10.35349, 20.84812)
N (13.02757, 10.93207, 19.58844)
C (11.61618, 10.90384, 19.25214)
C (10.93543, 12.24919, 19.45162)
C (13.91066, 11.42979, 18.70540)
S (13.51776, 12.35219, 17.34160)
N (15.26054, 11.25911, 18.95805)
C (15.97985, 11.83705, 17.98408)
O (15.31795, 12.42186, 16.97922)
C (17.43872, 11.88044, 17.86852)
C (18.04583, 12.49957, 16.75310)
C (19.43768, 12.41036, 16.58202)
C (20.23845, 11.74132, 17.50078)
C (19.64159, 11.19406, 18.62108)
C (18.25230, 11.27925, 18.81288)
H (14.47186, 8.63616, 21.67144)
H (15.04137, 9.03972, 19.98778)
H (13.44218, 8.25013, 20.22358)
H (14.27875, 11.00654, 21.28101)
H (12.68188, 10.24090, 21.55305)
H (11.09099, 10.15389, 19.86040)
H (11.48763, 10.58211, 18.20291)
H (10.89632, 12.52091, 20.51658)
H (9.89020, 12.18502, 19.10036)
H (11.45002, 13.04343, 18.91434)
H (17.42574, 13.01220, 16.01214)
H (19.84724, 12.88468, 15.69204)
H (21.30878, 11.63307, 17.33834)
H (20.17540, 10.64787, 19.38916)
H (17.77214, 10.83846, 19.70807)
O (12.58470, 15.06756, 15.64051)
C (12.93495, 14.25144, 14.79933)
O (13.62874, 13.17633, 14.98325)
C (12.50864, 14.52125, 13.35723)
C (11.93858, 15.77424, 12.97401)
C (11.50469, 15.94287, 11.68822)
C (11.53240, 14.84748, 10.76455)
C (11.02504, 14.90804, 9.43272)
C (11.11036, 13.78126, 8.63580)
C (11.64337, 12.55744, 9.11141)
C (12.14825, 12.49246, 10.39244)
C (12.11121, 13.62393, 11.24553)
N (12.60527, 13.50811, 12.51899)
H (11.82521, 16.57847, 13.72237)
H (11.14914, 16.93684, 11.38840)
H (10.68030, 15.89128, 9.04780)
H (10.76166, 13.82435, 7.61574)
H (11.72460, 11.69768, 8.46734)
H (12.57825, 11.54211, 10.77360)
O (16.41029, 13.77176, 14.18667)
C (16.46244, 13.36770, 13.04674)
N (17.34861, 13.74294, 12.03492)
C (16.96743, 13.18957, 10.74621)
C (15.76991, 12.26034, 11.18252)
O (15.21015, 11.47481, 10.39547)
N (15.56246, 12.41264, 12.47788)
C (16.55162, 14.32071, 9.74995)
C (15.20990, 14.52298, 9.42372)
C (14.81790, 15.71348, 8.81681)
C (15.76911, 16.67249, 8.46605)
C (17.13145, 16.36323, 8.60626)
C (17.53340, 15.19503, 9.23389)
C (18.05254, 12.30480, 10.11616)
C (19.04332, 11.67706, 10.89377)
C (19.91110, 10.76876, 10.31430)
C (19.86085, 10.49820, 8.92691)
C (18.86338, 11.11322, 8.15675)
C (17.94781, 11.96254, 8.76315)
H (17.90572, 14.58792, 12.11874)
H (14.48180, 13.73503, 9.62201)
H (13.76133, 15.86409, 8.60036)
H (15.47052, 17.64212, 8.07911)
H (17.87328, 17.07098, 8.20342)
H (18.58349, 14.97366, 9.35687)
H (19.10345, 11.89936, 11.97941)
H (20.68606, 10.28349, 10.93169)
H (20.56281, 9.81674, 8.46103)
H (18.76553, 10.91744, 7.09907)
H (17.07420, 12.32576, 8.21585)
C (8.17136, 12.55880, 11.91595)
C (8.03092, 11.90516, 13.28710)
C (8.86739, 10.63318, 13.57514)
C (8.39027, 10.17417, 14.97937)
C (9.08053, 8.91243, 15.53126)
C (8.50948, 9.53818, 12.49677)
O (7.37546, 9.29230, 12.13032)
N (9.63065, 8.78629, 12.06205)
C (10.98105, 8.86344, 12.51746)
O (11.76791, 7.95746, 12.27024)
N (11.29886, 10.02223, 13.16522)
C (10.41272, 10.89343, 13.67915)
O (10.74304, 11.91302, 14.33405)
H (7.46986, 13.41901, 11.83337)
H (7.98584, 11.82396, 11.12525)
H (9.15865, 13.00224, 11.80270)
H (6.99216, 11.61000, 13.41996)
H (8.26923, 12.59852, 14.11226)
H (7.33050, 9.99449, 14.89329)
H (8.54800, 11.02672, 15.65217)
H (9.04473, 8.10264, 14.80451)
H (8.53258, 8.57617, 16.42422)
H (10.12507, 9.08487, 15.81046)
H (9.41640, 7.97936, 11.46552)
C (17.97207, 7.97940, 12.94427)
N (16.55218, 7.58753, 12.89044)
C (16.04872, 6.56109, 12.08385)
C (14.70223, 6.51965, 12.27420)
N (14.39544, 7.56178, 13.17110)
C (15.50123, 8.18312, 13.57274)
S (15.70831, 9.40899, 14.72637)
H (18.59087, 7.06181, 12.90995)
H (18.09829, 8.52341, 13.90275)
H (18.23201, 8.64848, 12.12627)
H (16.66599, 5.97076, 11.44351)
H (13.96366, 5.90740, 11.83089)
H (13.45825, 7.95780, 13.27768)

Atomic forces in eV per Å
0.216 0.602 -0.228
-0.017 0.419 0.326
0.831 -0.932 -0.070
0.804 0.237 -0.793
-0.913 0.006 -0.319
-0.586 0.010 0.352
1.317 -0.798 2.176
2.308 0.255 -1.523
0.143 0.946 -1.242
-1.823 -0.070 0.173
-2.164 -0.434 1.195
0.395 0.386 -0.638
0.179 -0.257 0.020
-0.962 0.390 -0.273
-0.096 -0.002 -0.103
-1.139 -0.267 0.734
0.156 -0.646 0.749
-0.103 -0.102 -0.775
-0.463 -0.118 0.452
0.227 0.105 0.209
-0.381 0.057 -0.127
-0.031 0.368 -0.310
0.480 0.076 -0.090
0.228 0.079 0.278
0.131 -0.057 -0.274
0.493 0.118 0.020
-0.121 0.118 -0.071
0.260 -0.168 0.121
0.093 -0.164 0.236
-0.208 0.096 0.031
0.337 0.152 -0.191
0.483 0.214 -0.637
0.261 -0.439 0.126
-0.006 0.315 -0.251
-0.350 0.360 0.416
-0.361 -0.427 -0.578
0.012 0.062 0.349
0.089 -0.023 -0.075
0.274 -0.133 0.414
0.589 0.007 0.053
-0.169 0.333 0.165
0.350 0.702 0.816
0.007 -0.694 0.025
-0.423 0.422 -0.201
-0.215 0.516 -0.060
0.303 -0.655 -0.479
-0.062 -0.545 -0.061
0.064 -0.920 0.249
-0.075 0.052 -0.132
-0.132 -0.081 -0.120
-0.252 0.811 -0.347
0.589 0.041 -0.096
-0.988 -0.718 -1.556
-0.073 0.084 0.464
0.206 0.144 -0.975
0.499 -0.510 -1.340
0.315 0.948 0.960
0.284 0.675 1.264
0.206 -0.397 0.400
0.266 0.015 0.122
0.088 0.151 -0.252
0.200 -0.483 0.140
-0.112 0.611 -0.317
-0.888 -0.165 0.458
0.037 -0.606 0.204
-0.514 0.551 0.440
0.763 -0.437 -0.711
-0.563 0.557 0.542
0.281 -0.247 0.617
-0.358 0.198 0.358
-0.321 -0.298 -0.001
0.139 0.333 0.182
0.202 0.091 0.088
0.013 -0.207 -0.132
-0.326 -0.414 0.349
0.100 -0.040 0.082
-0.053 -0.157 -0.857
-0.473 0.260 -0.362
0.001 0.036 0.108
0.075 -0.141 -0.061
0.472 0.042 -0.008
-0.067 0.467 0.365
0.257 0.076 0.329
0.043 -0.319 -0.814
0.821 -0.461 -0.133
-0.410 0.333 0.233
1.070 -0.034 0.942
1.067 0.176 0.132
-0.740 -0.581 -0.275
-1.433 1.550 0.217
-0.298 0.260 0.076
0.465 -0.439 0.262
-1.267 0.736 0.320
0.233 -1.453 -0.924
0.233 -0.720 -0.069
-0.015 0.308 -0.005
0.266 -0.161 -0.172
-0.132 -0.074 0.019
-0.035 -0.059 -0.494
-0.447 -0.078 0.059
-0.036 -0.187 -0.120
0.039 -0.104 -0.029
0.247 0.027 -0.191
-0.110 0.036 -0.110
0.081 0.482 0.405
-0.515 -0.215 0.868
-0.468 -0.173 -0.186
-0.983 0.615 0.815
1.139 1.334 0.361
-0.283 -0.774 -0.609
1.866 -0.055 -0.374
-0.033 0.000 0.204
-0.316 0.572 0.081
0.130 -0.407 -0.586
-0.096 -0.016 -0.097
0.249 -0.162 -0.073
-0.563 -0.275 -0.235
-0.007 -0.418 -0.021

Highest occupied orbital energy: -7.46 eV
E_tot: -108321.9990 eV
LUMO energy: -1.1 eV
ΔE to the lowest compared entry with this formula, charge and spin: 0.0 kcal/mol
Orbital gap: 6.38 eV

These are the Löwdin partial charges, in e, on atoms 1 to 8: Pb 1.40; C -0.07; C -0.19; N -0.10; C -0.23; C -0.07; C -0.53; S 1.27


[2]
Entry from the Open Molecules 2025 dataset: a cluster of 2 separate species, CH3NO2 in total (ωB97M-V/def2-TZVPD).

Positions of all 7 atoms, in Å:
C (-0.05788, 0.01371, -0.07386)
N (-2.40762, -0.00953, -0.03312)
O (-2.86438, -1.10033, -0.06147)
O (-2.85469, 1.08625, -0.04014)
H (0.12201, -0.49278, -0.99775)
H (0.06220, -0.54409, 0.83538)
H (0.04874, 1.07770, -0.03071)

Atomic forces in eV per Å
-1.753 -0.079 0.314
3.178 0.046 -0.199
-0.752 -0.161 0.045
-0.786 0.146 0.049
0.001 -0.156 -0.357
0.070 -0.114 0.177
0.042 0.318 -0.029

Highest occupied orbital energy (alpha / beta): -9.70 / -9.32 eV
E_tot: -6665.4637 eV
LUMO energy (alpha / beta): -0.3 / -0.8 eV
ΔE to the lowest compared entry with this formula, charge and spin: 143.0 kcal/mol
Orbital gap (alpha / beta): 9.41 / 8.47 eV

Formally, the Löwdin partial charges of the atoms, in units of the elementary charge, are as follows: C 0.15; N -0.31; O 0.07; O 0.07; H 0.01; H 0.01; H 0.01


[3]
Entry from the Open Molecules 2025 dataset: a cluster of 2 separate species, C3H2BrClFO2 in total (ωB97M-V/def2-TZVPD).

Positions of all 10 atoms, in Å:
C (2.86370, -2.02406, 0.43290)
C (-0.01018, -0.15193, 0.00858)
C (1.48768, -0.36902, -0.45792)
O (3.35350, -2.40147, -0.56674)
O (2.44450, -2.02535, 1.51185)
F (1.44035, -0.52545, -1.92156)
Cl (-0.79618, -1.80915, -0.14707)
Br (2.16344, 1.50200, -0.17651)
H (-0.61021, 0.53559, -0.58212)
H (-0.25438, 0.06993, 0.99496)

Atomic forces in eV per Å
-1.045 -0.184 -2.244
0.740 -1.526 -2.374
-1.123 0.149 -0.535
0.712 0.115 0.248
0.127 0.050 2.077
-0.318 0.426 1.720
-0.215 0.123 -0.178
0.268 0.409 -0.043
0.128 -0.066 -0.568
0.726 0.504 1.896

Highest occupied orbital energy: -3.80 eV
E_tot: -92521.5866 eV
LUMO energy: 3.5 eV
Total charge: -1
ΔE to the lowest compared entry with this formula, charge and spin: 20.6 kcal/mol
Orbital gap: 7.28 eV

These are the Löwdin partial charges, in e, on atoms 1 to 8: C -0.57; C -0.65; C -0.73; O 0.11; O 0.11; F -0.22; Cl 0.44; Br 0.46


[4]
Entry from the Open Molecules 2025 dataset: a structure of composition C33H35Br2IrO3Si (ωB97M-V/def2-TZVPD).

Positions of all 75 atoms, in Å:
Ir (0.36909, 0.06211, -0.23316)
C (-2.61261, -3.61381, 5.46433)
C (-2.91068, -4.29426, 4.12858)
C (-2.27974, -5.69715, 4.13359)
C (-4.43573, -4.41446, 3.96585)
C (-2.35680, -3.51618, 2.94760)
C (-1.65584, -2.30581, 3.11280)
C (-1.21980, -1.65238, 2.00441)
Br (-0.37343, 0.02640, 2.14761)
C (-1.42772, -2.12510, 0.66884)
O (-1.03767, -1.44550, -0.33075)
C (-2.12892, -3.37886, 0.49630)
C (-2.56286, -3.99876, 1.64513)
C (-2.42143, -4.04263, -0.85363)
C (-1.82591, -5.46124, -0.82710)
C (-3.94997, -4.12534, -1.01046)
C (-1.86254, -3.33291, -2.09256)
H (-3.04654, -4.20514, 6.27020)
H (-3.05115, -2.61559, 5.52185)
H (-1.54012, -3.54039, 5.65584)
H (-2.65738, -6.25888, 4.98878)
H (-1.19325, -5.64125, 4.21831)
H (-2.52400, -6.25946, 3.23209)
H (-4.84678, -4.95458, 4.81948)
H (-4.71091, -4.96033, 3.06322)
H (-4.90705, -3.43089, 3.92786)
H (-1.48265, -1.89660, 4.09706)
H (-3.10287, -4.92954, 1.54299)
H (-2.25325, -6.07986, -0.03797)
H (-0.74400, -5.42971, -0.68724)
H (-2.02928, -5.95170, -1.77952)
H (-4.41308, -4.72892, -0.22919)
H (-4.18988, -4.58097, -1.97195)
H (-4.39970, -3.13072, -0.98600)
H (-0.78035, -3.21606, -2.05383)
H (-2.30582, -2.35084, -2.24869)
H (-2.10219, -3.95094, -2.95904)
C (-1.57773, 1.60386, -5.62311)
C (-2.00800, 2.68588, -4.86650)
C (-1.82119, 2.68641, -3.49403)
C (-1.19964, 1.61057, -2.84840)
C (-0.78048, 0.53093, -3.62554)
C (-0.96947, 0.52430, -5.00089)
Si (-0.94437, 1.77853, -1.01117)
C (-2.55322, 1.59631, -0.07557)
C (-2.94911, 2.54694, 0.86734)
C (-4.16596, 2.43774, 1.52888)
C (-5.00438, 1.36677, 1.26109)
C (-4.62884, 0.40748, 0.32671)
C (-3.41619, 0.52427, -0.33266)
H (-1.71438, 1.60595, -6.69666)
H (-2.48178, 3.53114, -5.34820)
H (-2.16883, 3.53805, -2.91717)
H (-0.29275, -0.31856, -3.16287)
H (-0.63338, -0.32027, -5.58857)
H (-0.39843, 3.12025, -0.69338)
H (-2.30214, 3.39052, 1.08454)
H (-4.46212, 3.19050, 2.24788)
H (-5.95683, 1.28409, 1.76866)
H (-5.29226, -0.41962, 0.10534)
H (-3.14207, -0.21708, -1.07594)
Br (6.27060, -0.91720, -4.65870)
C (5.74394, -0.16680, -3.01314)
C (6.68578, 0.47258, -2.21661)
C (6.30790, 1.02247, -0.99937)
C (4.99300, 0.94068, -0.57646)
C (4.05954, 0.30498, -1.39095)
C (4.42489, -0.25544, -2.61361)
C (2.66738, 0.24126, -0.97235)
O (1.73126, -0.21908, -1.73176)
O (2.25290, 0.67414, 0.17099)
H (7.71169, 0.53984, -2.55159)
H (7.04596, 1.52049, -0.38613)
H (4.68302, 1.36572, 0.36794)
H (3.68689, -0.74605, -3.23226)

Atomic forces in eV per Å
0.794 -1.633 2.287
0.007 -0.002 0.013
0.016 0.003 -0.012
0.007 -0.006 0.015
-0.007 0.008 0.005
-0.031 0.018 0.022
0.011 -0.010 0.003
-0.215 -0.045 0.062
-0.121 0.293 -0.099
-0.197 0.029 -0.049
-0.061 0.290 -0.849
0.060 0.029 0.003
0.000 -0.042 -0.020
0.002 0.045 0.020
-0.003 -0.018 -0.001
-0.019 -0.008 -0.009
0.004 0.008 0.022
0.007 -0.003 -0.002
-0.007 -0.005 -0.003
-0.001 0.003 -0.008
-0.006 -0.001 -0.007
-0.003 0.006 0.003
0.000 0.002 0.001
0.002 -0.007 -0.007
0.001 0.000 0.002
0.007 0.001 0.005
-0.007 0.020 -0.009
0.005 0.005 -0.003
0.001 0.003 -0.006
-0.001 0.006 -0.009
-0.004 -0.007 0.008
0.004 0.007 0.001
-0.001 -0.006 0.006
0.008 0.000 -0.010
0.009 -0.020 0.001
-0.005 0.007 0.004
-0.002 0.017 -0.005
0.003 0.007 0.015
-0.016 -0.009 -0.024
-0.016 -0.005 0.065
0.094 0.120 -0.123
-0.011 -0.092 0.053
-0.028 0.016 -0.010
-0.495 -0.018 -0.201
-0.146 0.101 -0.044
0.064 0.007 0.012
0.021 -0.022 0.034
-0.009 -0.022 -0.002
0.009 -0.005 0.051
0.015 0.043 -0.073
-0.004 -0.005 0.003
-0.013 -0.006 0.006
0.038 0.018 -0.014
0.009 0.013 0.010
-0.001 -0.005 0.009
0.139 -0.076 0.079
-0.020 0.013 -0.015
0.008 0.005 -0.004
0.003 0.002 0.000
0.004 0.002 -0.008
-0.026 0.015 -0.035
0.008 -0.016 -0.037
-0.006 0.032 0.044
0.000 -0.009 -0.005
-0.006 0.008 -0.004
0.019 -0.016 0.002
0.034 -0.096 0.051
0.012 0.004 -0.006
-0.471 0.153 -0.262
0.353 0.265 0.028
0.193 0.581 -0.965
0.001 -0.007 0.003
0.003 -0.007 0.002
-0.011 0.010 -0.010
-0.005 0.013 0.000

Multiplicity: 2
Highest occupied orbital energy (alpha / beta): -11.36 / -11.36 eV
E_tot: -191727.3972 eV
LUMO energy (alpha / beta): -3.2 / -5.8 eV
Total charge: +1
ΔE to the lowest compared entry with this formula, charge and spin: 18.8 kcal/mol
Orbital gap (alpha / beta): 8.12 / 5.59 eV

These are the Löwdin partial charges, in e, on atoms 1 to 8: Ir 0.98; C -0.06; C -0.55; C -0.03; C -0.03; C -0.10; C -0.03; C -0.48